The following is a DFT calculation (ωB97M-V with the def2-TZVPD basis set) of C3H7NO2 in the gas phase.

XYZ file:
```
13
Properties=species:S:1:pos:R:3:forces:R:3
C -1.19854 -0.11783 0.73082 0.08 -0.07 -0.77
C 0.36197 1.66596 -0.25308 -0.07 -0.19 -0.23
C 0.14290 0.34454 0.44093 0.68 -0.05 2.44
N 0.28936 -2.03254 -0.55032 -0.10 0.60 -0.10
O -0.05879 -0.71267 -0.91126 -0.51 -0.61 0.19
O 0.93099 -0.05325 1.36376 0.05 0.24 -1.25
H 0.41338 -2.51266 -1.43629 -0.05 0.05 0.06
H 1.18187 -1.97975 -0.05952 -0.05 0.14 0.03
H -2.03672 0.56609 0.84946 -0.16 -0.13 -0.44
H -1.29723 -1.14232 1.06759 0.11 0.09 -0.01
H 0.18307 2.47287 0.46057 0.05 -0.08 0.00
H -0.30704 1.78915 -1.10676 0.03 0.00 0.02
H 1.39479 1.71240 -0.59590 -0.05 0.02 0.07
```
Forces are in eV/Å.

Its energy above the lowest of the compared OMol25 structures with the same formula, charge and spin is 146.2 kcal/mol. The value obtained for the calculated total energy is -8804.18709 eV. The value obtained for the HOMO energy (spin up / spin down) is -8.685 / -8.554 eV. The value obtained for the largest force on an atom is 2.53 eV/A.

The following is a DFT calculation (ωB97M-V with the def2-TZVPD basis set) of a molecular structure, C23H66N6O11.

XYZ file:
```
106
Properties=species:S:1:pos:R:3:forces:R:3
C -1.52580 -1.69436 -2.61634 0.21 -0.11 -0.60
C -2.53309 -1.19943 -3.67406 1.09 -0.44 1.23
C -3.26221 0.00024 -3.11685 -0.92 1.00 -0.79
O -3.79128 -0.15135 -1.81276 -0.53 -4.33 -2.75
C -4.90820 -1.05571 -1.73826 0.64 -0.15 0.13
N -1.80463 -0.83595 -4.88278 -0.45 -0.09 -0.19
H -1.99750 -2.05942 -1.70401 0.08 0.07 -0.02
H -0.84529 -0.86668 -2.41649 -0.27 -0.08 0.02
H -0.84087 -2.45921 -2.98236 -0.40 -0.45 -0.31
H -3.24295 -2.00608 -3.85710 -0.08 0.08 -0.42
H -4.03384 0.34392 -3.80572 -0.73 -0.63 -0.25
H -2.73217 0.95266 -3.12488 1.12 -0.61 0.41
H -5.10488 -1.15258 -0.67054 -0.01 -0.59 -1.33
H -4.71168 -2.09416 -2.00494 0.31 0.07 -0.74
H -5.75275 -0.63038 -2.28042 -0.14 -0.19 0.02
H -1.32851 -1.67517 -5.18132 -0.01 -0.18 -0.40
H -1.04549 -0.23932 -4.58638 0.15 0.42 -0.04
C -2.01475 1.83024 2.33526 0.98 0.80 1.68
C -2.44798 0.62661 3.16056 -1.77 0.19 -1.29
C -3.46053 -0.13841 2.18869 1.48 -0.80 1.08
O -4.53961 0.72273 1.87228 -4.90 -7.65 7.27
C -5.57663 0.07988 1.14331 -1.12 -0.49 1.31
N -1.31836 -0.17012 3.66888 -1.74 0.03 -0.64
H -1.25871 2.38101 2.89486 0.61 -0.28 -0.13
H -2.76553 2.58798 2.11104 0.15 -0.62 0.30
H -1.60789 1.41694 1.41236 0.17 1.11 1.11
H -3.05150 0.90945 4.02302 -0.07 0.10 0.08
H -3.75287 -1.10108 2.60811 -0.36 -0.01 0.06
H -3.05585 -0.28644 1.18748 0.92 -0.69 0.13
H -5.84700 -0.75844 1.78536 -0.45 -0.29 -0.22
H -5.36103 -0.31100 0.14891 0.36 1.41 1.46
H -6.43891 0.74185 1.06358 0.30 0.23 0.11
H -0.84046 0.48734 4.26842 0.32 0.10 -0.05
H -0.72304 -0.32533 2.86788 0.22 0.11 0.40
C 2.87584 3.77355 -4.39223 -0.05 0.49 1.27
C 3.22191 2.42535 -3.73738 1.96 2.44 1.31
C 2.45381 2.18382 -2.40155 -0.12 0.32 -1.03
O 2.77660 3.14997 -1.38328 1.57 -1.16 -2.85
C 2.20276 2.77652 -0.19080 0.19 1.65 -1.02
N 3.25244 1.42546 -4.77843 -1.43 -0.01 0.93
H 1.79302 3.89061 -4.43585 -0.16 -0.09 -0.55
H 3.37870 4.01968 -5.32745 -0.19 -0.63 -0.13
H 3.17733 4.57864 -3.72212 0.03 -0.01 0.23
H 4.22857 2.51584 -3.32926 0.44 0.12 -0.20
H 2.70516 1.15547 -2.14188 0.34 -0.11 0.65
H 1.37465 2.16504 -2.55367 -0.50 0.22 -0.10
H 2.20547 1.70422 0.00483 2.60 0.67 -1.89
H 1.16479 3.08276 -0.32099 -0.34 0.01 1.00
H 2.75838 3.32074 0.57289 -0.50 -0.11 0.36
H 3.26223 0.53089 -4.30965 0.20 -0.63 -0.12
H 2.28217 1.56082 -5.02412 -0.49 -0.88 -1.35
C -0.86591 0.28002 -0.37727 2.21 -2.07 2.24
C 0.27353 -0.05052 0.67100 0.64 2.77 -0.26
C 1.44433 -0.67608 0.01724 -0.31 -1.89 -2.50
O 2.60455 -0.85459 0.78557 1.70 3.23 -4.76
C 3.71539 -1.43443 0.11724 -0.05 -0.45 -1.22
N 0.82048 1.15166 1.31518 -2.39 0.87 -1.47
H -1.14527 -0.71665 -0.71888 -0.63 0.78 0.30
H -0.59695 0.90201 -1.23103 0.40 0.08 0.16
H -1.62495 0.79015 0.21580 1.31 -1.70 -0.44
H -0.15433 -0.67027 1.45900 -0.03 -0.44 -0.52
H 1.74453 -0.14132 -0.88388 -0.22 0.31 -0.03
H 1.14602 -1.66592 -0.32820 0.10 0.43 -0.61
H 3.44330 -2.36960 -0.37216 -0.33 -0.16 -0.12
H 4.47821 -1.66637 0.86049 -0.04 0.16 -0.84
H 4.06806 -0.76072 -0.66367 0.26 0.12 0.15
H 1.43016 1.61624 0.65748 -2.95 -1.04 1.80
H 1.49109 0.84383 2.00484 -0.50 0.46 -0.37
C 4.70057 -0.72121 2.73096 -1.57 1.19 2.51
C 4.60504 0.70119 3.35421 -1.49 -0.60 1.31
O 4.47748 1.62176 2.31392 0.96 0.62 -1.54
O 5.86229 -0.80780 2.03607 2.21 0.24 -1.25
H 3.84464 -0.89679 2.07931 0.94 0.74 1.60
H 4.73842 -1.47328 3.51903 -0.30 -0.09 0.20
H 5.43179 0.93205 4.02599 0.72 -0.08 -0.41
H 3.73674 0.83136 4.00011 0.07 -0.61 0.00
H 3.80747 2.30244 2.41057 -0.08 -0.39 0.53
H 5.98412 0.11232 1.79084 0.80 0.08 -0.76
C 1.96769 -4.60328 1.09391 0.73 0.85 -0.13
C 0.75115 -3.81794 0.73469 -0.50 -2.22 -0.24
O -0.13945 -4.72772 0.01437 0.27 1.63 -0.33
O 1.59417 -5.66609 1.90000 -0.17 -1.15 0.78
H 2.64011 -3.96366 1.66562 0.44 0.12 -0.31
H 2.48255 -5.00558 0.22147 0.02 0.36 -0.38
H 1.08457 -2.97564 0.12851 -0.78 -0.88 0.04
H 0.29135 -3.49058 1.66717 -0.28 0.28 -0.17
H -0.23945 -5.55110 0.49775 0.28 0.06 0.39
H 2.39949 -6.18497 1.96179 -0.23 -0.50 0.40
C -3.43805 2.86254 -1.50108 0.28 1.67 -1.18
C -3.33875 1.78606 -0.48616 -1.65 2.00 0.25
O -3.87326 2.15650 0.75683 2.05 7.01 -6.53
O -4.74795 3.34276 -1.84141 -0.69 -0.70 0.25
H -2.97129 2.52756 -2.42738 0.20 -0.06 -0.05
H -2.90539 3.77923 -1.24805 0.50 -0.06 0.59
H -2.29205 1.48207 -0.47473 -1.59 1.61 -0.63
H -3.88521 0.93563 -0.89388 0.36 1.84 1.40
H -3.99474 1.32732 1.22512 1.05 2.27 -1.63
H -4.76663 3.54469 -2.77975 0.05 0.01 0.08
C 1.62578 -0.83592 3.30939 1.42 -0.04 1.13
O 1.94950 0.33011 3.10376 0.60 -0.59 3.39
N 0.98650 -1.32360 4.34521 -1.04 0.00 2.80
N 2.03176 -1.83750 2.58295 -0.43 -4.31 1.67
H 0.47109 -0.72925 4.97862 0.12 -0.76 -0.04
H 0.90552 -2.32502 4.24177 -1.01 0.52 1.19
H 1.94992 -2.78114 2.93357 -0.09 0.47 -0.06
H 2.40819 -1.56456 1.68633 -0.06 -1.32 0.48
```
Forces are in eV/Å.

The value obtained for the calculated total energy is -56365.54692 eV. The value obtained for the HOMO energy is -7.284 eV. The value obtained for the largest force on an atom is 11.63 eV/A.

The following is a DFT calculation (ωB97M-V with the def2-TZVPD basis set) of a molecular structure, C3HClO.

XYZ file:
```
6
Properties=species:S:1:pos:R:3:forces:R:3
C -0.36065 0.39675 0.11854 3.10 -1.86 -0.94
C 1.41148 -0.47729 0.09531 -4.71 -0.40 0.23
C -1.29446 -0.54780 -0.05078 0.30 -0.12 1.10
O -2.04412 -1.44050 0.05958 0.98 1.29 -0.58
Cl 2.53967 0.66897 0.07399 0.94 1.55 -0.06
H -0.25192 1.39987 -0.29663 -0.60 -0.46 0.26
```
Forces are in eV/Å.

Its energy above the lowest of the compared OMol25 structures with the same formula, charge and spin is 67.3 kcal/mol. The value obtained for the calculated total energy is -17691.34185 eV. The value obtained for the HOMO energy is -9.118 eV. The value obtained for the largest force on an atom is 4.74 eV/A.